C3H3ClS | ωB97M-V/def2-TZVPD

Last columns: bonded neighbours and bond lengths (Å).
Atoms and positions in Å:
1 S -2.616 1.021 -0.032  Cl4 2.046
2 C -0.386 -1.101 -0.197  Cl4 1.826, H6 1.141, C7 1.336
3 C 1.429 0.773 0.174  H5 1.190, C7 1.301, H8 1.092
4 Cl -2.153 -0.953 0.238  S1 2.046, C2 1.826
5 H 1.425 1.665 -0.614  C3 1.190
6 H -0.252 -2.142 -0.646  C2 1.141
7 C 0.571 -0.185 -0.026  C2 1.336, C3 1.301
8 H 1.981 0.922 1.104  C3 1.092

The total energy is -974.3188 Ha. Its relative energy (zero: lowest compared OMol25 entry of this formula, charge and spin) is 327.9 kJ/mol.